<1>
A structure of composition C31H18IrN7O11S3, computed with ωB97M-V/def2-TZVPD.

Each line ends with the Mulliken charge.
Geometry (Å):
Ir: -0.16 0.01 0.35  1.48
S: -1.96 0.48 1.70  -0.47
S: -5.19 -1.98 0.91  1.14
S: 1.14 0.36 -2.18  -0.37
O: -6.03 -1.67 -0.20  -0.68
O: -3.96 -5.22 -4.81  -0.63
O: -0.69 -2.21 0.66  -0.74
O: 6.44 -1.31 4.20  -0.77
O: -4.23 -7.33 -0.52  -0.63
O: 6.38 -2.65 2.50  -0.75
O: -3.14 -6.51 1.15  -0.61
O: -1.35 -0.97 -1.00  -0.66
O: -0.28 1.96 -0.14  -0.65
O: -5.10 -3.35 1.33  -0.63
O: -2.81 -3.42 -5.06  -0.62
N: -3.68 -1.38 0.67  -0.26
N: -0.55 2.26 -1.42  0.23
N: 1.92 -1.24 0.30  -0.01
N: -3.25 -4.33 -4.39  1.07
N: 1.07 0.78 1.83  0.02
N: -3.50 -6.50 -0.01  1.07
N: 5.88 -1.73 3.18  1.00
C: -3.38 -0.44 1.51  1.08
C: 4.66 -1.15 2.78  -0.69
C: -6.74 0.05 4.09  -0.47
C: -0.30 2.09 -3.75  -0.95
C: -1.76 3.75 -2.81  -0.78
C: -5.57 -0.93 2.29  -0.02
C: 4.26 -2.64 0.75  -0.46
C: -1.32 -2.09 -0.42  0.66
C: 2.28 -2.21 -0.53  -0.21
C: 0.69 1.86 2.53  0.09
C: 3.01 0.59 3.27  1.06
C: 0.06 1.61 -2.46  0.70
C: -3.08 -5.37 -0.84  -0.27
C: -1.42 3.28 -1.58  -0.28
C: -2.01 -3.25 -1.05  0.24
C: -2.39 -4.32 -0.25  -0.40
C: -4.50 0.80 3.54  -0.58
C: -5.64 0.87 4.33  -0.67
C: -1.17 3.13 -3.93  -0.08
C: 2.70 -0.94 1.35  0.05
C: -2.29 -3.24 -2.41  -0.29
C: -6.71 -0.88 3.05  -0.62
C: -2.96 -4.32 -2.94  -0.32
C: 2.56 1.69 4.02  -0.83
C: 3.45 -2.93 -0.33  -1.21
C: -4.47 -0.12 2.51  0.00
C: -3.38 -5.40 -2.19  -0.51
C: 2.22 0.17 2.17  -0.06
C: 3.92 -1.60 1.63  0.60
C: 4.20 -0.09 3.56  -0.93
C: 1.41 2.33 3.63  -1.08
H: 3.12 2.03 4.87  0.44
H: -0.20 2.37 2.20  0.52
H: -3.92 -6.22 -2.63  0.62
H: -1.81 3.66 -0.64  0.46
H: -1.42 3.46 -4.93  0.37
H: -5.68 1.59 5.14  0.38
H: -2.46 4.57 -2.90  0.39
H: 3.71 -3.73 -1.01  0.39
H: 4.80 0.22 4.40  0.51
H: 5.17 -3.20 0.91  0.59
H: 1.62 -2.39 -1.37  0.55
H: 0.15 1.59 -4.59  0.40
H: -3.64 1.43 3.73  0.43
H: -2.00 -2.40 -3.02  0.79
H: -2.18 -4.32 0.81  0.65
H: -7.61 0.13 4.72  0.38
H: 1.03 3.20 4.16  0.40
H: -7.55 -1.53 2.86  0.44

As for the net charge: -1. The LUMO energy (spin up / spin down) is 0.0401 / 0.0401 hartree. As for the molar mass: 952.94 g mol⁻¹. Its spin multiplicity is 2. For the HOMO-LUMO gap (spin up / spin down), the calculation gives 4.29 / 6.46 eV.

<2>
A structure of composition C31H18IrN7O11S3, computed with ωB97M-V/def2-TZVPD.

Each line ends with the Mulliken charge.
Geometry (Å):
Ir: -1.07 0.12 0.61  1.72
S: 1.56 -2.83 1.97  1.05
S: -2.29 -2.00 0.54  -0.46
S: 1.39 0.93 0.35  -0.59
O: 1.40 6.35 3.78  -0.65
O: -0.72 -0.50 -1.25  -0.32
O: 1.00 -3.95 1.28  -0.62
O: -2.90 -0.07 -1.64  -0.57
O: -1.98 -0.63 3.04  -0.91
O: 1.57 -2.84 3.40  -0.66
O: -4.52 -0.92 -6.20  -0.62
O: 1.30 -2.89 -6.59  -0.65
O: 2.08 7.13 1.91  -0.66
O: -3.22 -1.77 -7.69  -0.64
O: 2.04 -2.58 -4.60  -0.62
N: -1.11 2.06 2.20  -0.29
N: -3.46 -1.37 -6.57  1.07
N: 1.46 6.33 2.57  1.06
N: -1.22 2.42 -0.51  -0.20
N: 0.92 -1.41 1.44  -0.44
N: -1.98 -1.92 3.19  0.58
N: 1.17 -2.53 -5.44  1.10
C: -0.53 3.17 1.69  0.20
C: -2.36 -1.43 -5.57  -0.12
C: 3.19 -2.49 1.35  0.08
C: 0.71 5.26 1.83  -0.59
C: -0.15 -1.98 -5.03  -0.07
C: 0.03 4.18 2.51  0.90
C: -0.31 -1.52 -3.74  -0.69
C: -1.80 -0.48 -1.98  0.19
C: -1.15 -1.95 -5.98  -0.31
C: 5.44 -1.53 0.13  -0.61
C: 1.81 -0.63 0.90  0.94
C: 4.30 -3.31 1.30  -0.61
C: -2.19 -4.63 3.57  -0.30
C: 0.05 4.44 -0.34  1.77
C: -2.59 -0.97 -4.29  -0.60
C: -0.55 3.33 0.24  -0.74
C: -1.55 -1.01 -3.37  0.04
C: 5.43 -2.81 0.68  -0.50
C: 0.74 5.39 0.49  -0.74
C: 4.31 -0.72 0.18  -0.62
C: -2.20 -2.70 2.09  0.53
C: -0.82 2.96 4.39  -0.82
C: -1.81 -2.44 4.42  -0.19
C: -1.28 1.97 3.50  -0.56
C: -0.78 3.74 -2.46  -0.89
C: -1.37 2.65 -1.79  -0.52
C: -0.14 4.04 3.90  -0.46
C: -2.32 -4.08 2.32  -0.87
C: -1.92 -3.79 4.65  -0.73
C: 3.18 -1.23 0.79  -0.05
C: -0.04 4.63 -1.73  -0.70
H: -1.99 1.94 -2.33  0.68
H: 0.49 -1.55 -3.02  0.78
H: 4.28 -4.31 1.72  0.44
H: 0.25 4.78 4.57  0.54
H: -1.79 -4.17 5.65  0.39
H: -1.60 -1.71 5.18  0.43
H: 1.26 6.22 0.04  0.54
H: -2.28 -5.70 3.71  0.35
H: -0.99 2.84 5.45  0.41
H: -0.99 -2.30 -6.99  0.60
H: -2.50 -4.70 1.45  0.43
H: -3.55 -0.58 -3.99  0.64
H: -0.91 3.85 -3.52  0.42
H: 4.29 0.27 -0.26  0.45
H: 6.33 -1.16 -0.36  0.38
H: 6.33 -3.42 0.61  0.37
H: -1.77 1.07 3.85  0.66
H: 0.45 5.48 -2.19  0.44

As for the net charge: -1. The LUMO energy (spin up / spin down) is 0.0316 / 0.0315 hartree. As for the molar mass: 952.94 g mol⁻¹. Its spin multiplicity is 2. For the HOMO-LUMO gap (spin up / spin down), the calculation gives 4.94 / 4.85 eV.

Which of them is the most stable, and which is the least stable? <1> and <2>, in that order.

<1>
A structure of composition BrHNO2S, computed with ωB97M-V/def2-TZVPD.

Each line ends with the Mulliken charge.
Geometry (Å):
Br: -1.95 1.38 -0.12  -0.26
S: 0.01 -0.76 -0.48  0.41
O: 1.39 0.29 -0.16  -0.59
O: 0.41 -2.00 0.16  -0.52
N: -1.09 -0.18 0.51  -0.35
H: 1.24 1.27 0.10  0.31

As for the net charge: -1. The LUMO energy is 0.1299 hartree. As for the molar mass: 158.98 g mol⁻¹. Its spin multiplicity is 1. For the HOMO-LUMO gap, the calculation gives 7.29 eV.

<2>
The ion BrHNO2S with charge -1, computed with ωB97M-V/def2-TZVPD.

Each line ends with the Mulliken charge.
Geometry (Å):
Br: -3.01 0.12 -0.05  -0.76
S: -0.32 -0.34 -0.07  0.63
O: -0.06 -0.77 1.27  -0.49
O: 0.32 1.10 -0.34  -0.18
N: 1.30 0.12 -0.77  -0.45
H: 1.77 -0.24 -0.05  0.26

As for the net charge: -1. The LUMO energy is 0.1386 hartree. As for the molar mass: 158.98 g mol⁻¹. Its spin multiplicity is 1. For the HOMO-LUMO gap, the calculation gives 7.85 eV.

Which of them is the most stable, and which is the least stable? <1> and <2>, in that order.

<1>
The molecule C3H7NS, computed with ωB97M-V/def2-TZVPD.

Each line ends with the Mulliken charge.
Geometry (Å):
S: 2.17 -2.07 1.68  -0.34
N: 0.42 -0.48 0.42  -0.14
C: -0.08 0.34 -0.72  -0.25
C: 1.29 -1.48 0.41  -0.18
C: -1.19 1.20 -0.12  -1.06
H: 1.53 -1.86 -0.62  0.26
H: -0.83 1.36 0.93  0.27
H: -2.15 0.53 -0.08  0.25
H: 0.78 0.94 -1.18  0.31
H: -1.43 2.09 -0.66  0.37
H: 0.08 -0.30 1.36  0.23
H: -0.60 -0.27 -1.42  0.29

The LUMO energy is 0.0304 hartree. As for the molar mass: 89.16 g mol⁻¹. Its spin multiplicity is 1. For the HOMO-LUMO gap, the calculation gives 9.12 eV. The SMILES is CCNC=S.

<2>
The molecule C3H7NS, computed with ωB97M-V/def2-TZVPD.

Each line ends with the Mulliken charge.
Geometry (Å):
S: -2.58 0.10 0.00  -0.20
N: -1.08 -0.75 -0.23  -0.44
C: 0.85 0.91 0.05  -0.61
C: 1.28 -0.54 -0.14  -0.81
C: 0.00 -0.17 0.57  0.37
H: 0.06 -0.18 1.72  0.25
H: 2.23 -0.72 0.31  0.24
H: 1.25 -0.93 -1.06  0.32
H: 1.33 1.61 0.68  0.25
H: -2.53 0.95 -1.06  0.12
H: 0.56 1.41 -0.76  0.21
H: -1.37 -1.68 -0.08  0.29

The LUMO energy is 0.0360 hartree. As for the molar mass: 89.16 g mol⁻¹. Its spin multiplicity is 1. For the HOMO-LUMO gap, the calculation gives 9.99 eV. The SMILES is SNC1CC1.

Which of them is the most stable, and which is the least stable? <1> and <2>, in that order.

<1>
A structure of composition C3H6O4S, computed with ωB97M-V/def2-TZVPD.

Each line ends with the Mulliken charge.
Geometry (Å):
S: 0.86 2.06 -0.74  0.91
O: 0.16 3.03 -1.56  -0.52
O: 1.08 -0.86 -0.51  -0.43
O: 2.39 0.12 1.09  -0.56
O: 2.18 2.60 -0.41  -0.60
C: 1.08 -0.16 0.73  0.20
C: -1.56 0.37 -0.26  -0.94
C: 0.18 1.07 0.42  -0.13
H: 1.84 -1.40 -0.43  0.28
H: -1.92 -0.14 0.58  0.35
H: -2.12 1.23 -0.55  0.36
H: 2.74 1.02 0.71  0.41
H: 0.61 -0.68 1.51  0.30
H: -1.19 -0.33 -0.96  0.37

The LUMO energy (spin up / spin down) is -0.0523 / -0.0523 hartree. As for the molar mass: 138.14 g mol⁻¹. Its spin multiplicity is 1. For the HOMO-LUMO gap (spin up / spin down), the calculation gives 8.62 / 8.63 eV.

<2>
The molecule C3H6O4S, computed with ωB97M-V/def2-TZVPD.

Each line ends with the Mulliken charge.
Geometry (Å):
S: -2.29 0.21 0.16  0.88
O: -0.09 -1.12 1.24  -0.45
O: -2.96 -1.00 -0.17  -0.59
O: -0.66 -2.23 -0.68  -0.53
O: -3.04 1.44 0.24  -0.53
C: -0.76 0.20 -0.48  0.30
C: 0.25 1.45 -0.28  -0.92
C: -0.07 -1.14 -0.19  -0.07
H: 0.13 2.05 0.71  0.27
H: -0.02 -2.04 1.43  0.30
H: 0.92 -1.01 -0.72  0.25
H: 0.08 2.11 -1.19  0.30
H: 1.25 1.00 -0.45  0.33
H: -1.61 -2.12 -0.39  0.47

The LUMO energy is -0.0478 hartree. As for the molar mass: 138.14 g mol⁻¹. Its spin multiplicity is 1. For the HOMO-LUMO gap, the calculation gives 8.32 eV. The SMILES is CC(C(O)O)=S(=O)=O.

Which of them is the most stable, and which is the least stable? <2> and <1>, in that order.

<1>
A cluster of 2 separate species, C3H8ClN2 in total, computed with ωB97M-V/def2-TZVPD.

Each line ends with the Mulliken charge.
Geometry (Å):
Cl: -2.18 -2.48 0.68  0.10
N: 1.16 0.46 0.11  -0.51
N: 3.30 1.11 0.77  -0.37
C: -1.91 -1.12 -0.19  0.36
C: -2.96 -0.43 -0.90  -0.84
C: 2.26 0.28 0.70  0.07
H: -3.96 -0.81 -0.70  0.37
H: -0.89 -0.73 -0.21  0.34
H: -2.90 0.65 -0.69  0.32
H: 2.39 -0.67 1.21  0.29
H: 3.26 2.01 0.32  0.20
H: -2.77 -0.49 -1.98  0.33
H: 4.16 0.86 1.23  0.22
H: 1.03 1.36 -0.36  0.13

As for the net charge: +1. The LUMO energy is -0.2518 hartree. As for the molar mass: 107.56 g mol⁻¹. Its spin multiplicity is 1. For the HOMO-LUMO gap, the calculation gives 5.69 eV.

<2>
A cluster of 2 separate species, C3H8ClN2 in total, computed with ωB97M-V/def2-TZVPD.

Each line ends with the Mulliken charge.
Geometry (Å):
Cl: 4.00 0.28 -0.37  -0.07
N: 1.69 -0.08 0.87  -0.47
N: -0.98 -0.07 0.07  0.05
C: 2.41 -0.11 -0.12  0.06
C: -1.47 0.68 -0.97  -0.72
C: -1.58 -0.86 0.85  -0.05
H: -0.84 0.49 -1.91  0.28
H: 0.11 0.04 0.38  0.33
H: -2.62 -1.20 0.89  0.28
H: -0.98 -1.29 1.62  0.24
H: -1.29 1.86 -0.84  0.30
H: -2.58 0.55 -1.15  0.32
H: 2.19 0.07 1.78  0.21
H: 1.92 -0.36 -1.09  0.23

As for the net charge: +1. The LUMO energy is -0.1603 hartree. As for the molar mass: 107.56 g mol⁻¹. Its spin multiplicity is 1. For the HOMO-LUMO gap, the calculation gives 10.86 eV.

Which of them is the most stable, and which is the least stable? <2> and <1>, in that order.

<1>
The molecule C3H7N2O2P, computed with ωB97M-V/def2-TZVPD.

Each line ends with the Mulliken charge.
Geometry (Å):
P: 0.67 0.95 -0.69  0.25
O: -0.78 0.86 0.09  -0.25
O: 1.59 -0.17 0.47  -0.39
N: 1.12 2.42 -0.01  -0.49
N: 3.04 -1.86 -0.37  -0.52
C: 2.31 -1.04 0.02  0.57
C: -1.83 -0.07 0.25  -0.04
C: -1.34 -1.42 -0.24  -0.99
H: -0.33 -1.60 0.34  0.18
H: -2.07 -2.32 -0.18  0.31
H: 1.97 2.91 -0.38  0.29
H: -2.64 0.37 -0.32  0.26
H: -1.97 -0.16 1.28  0.23
H: 1.21 2.48 1.01  0.29
H: -0.97 -1.36 -1.27  0.33

The LUMO energy is 0.0242 hartree. As for the molar mass: 134.08 g mol⁻¹. Its spin multiplicity is 1. For the HOMO-LUMO gap, the calculation gives 10.67 eV. The SMILES is CCOP(N)OC#N.

<2>
A structure of composition C3H7N2O2P, computed with ωB97M-V/def2-TZVPD.

Each line ends with the Mulliken charge.
Geometry (Å):
P: 0.28 -0.37 -0.48  0.91
O: 1.23 -1.29 -1.08  -0.51
O: 0.28 1.09 -2.28  -0.67
N: 0.22 -0.68 1.24  -0.24
N: -0.49 3.32 -1.82  -0.50
C: 1.39 -0.56 2.02  -0.83
C: -1.58 -0.41 -0.92  -1.03
C: -0.08 2.27 -2.09  0.54
H: -1.85 -0.75 -1.87  0.36
H: -2.15 -1.05 -0.15  0.33
H: -0.62 -0.50 1.84  0.28
H: 1.53 0.46 2.20  0.37
H: -1.87 0.58 -0.72  0.41
H: 2.37 -0.86 1.28  0.25
H: 1.33 -1.24 2.83  0.31

The LUMO energy is -0.0923 hartree. As for the molar mass: 134.08 g mol⁻¹. Its spin multiplicity is 1. For the HOMO-LUMO gap, the calculation gives 7.00 eV.

Which of them is the most stable, and which is the least stable? <1> and <2>, in that order.

<1>
A cluster of 2 separate species, CH2O3PS in total, computed with ωB97M-V/def2-TZVPD.

Each line ends with the Mulliken charge.
Geometry (Å):
S: 0.96 2.05 -0.20  -0.56
P: 1.28 0.25 0.49  0.21
O: -1.86 -0.03 0.10  -0.64
O: 0.08 -2.06 -0.12  -0.38
O: 2.66 -0.30 0.46  -0.58
C: 0.16 -0.91 -0.38  0.31
H: -1.20 0.52 0.39  0.26
H: -2.07 0.48 -0.75  0.38

As for the net charge: -1. The LUMO energy (spin up / spin down) is 0.1285 / 0.1284 hartree. As for the molar mass: 125.06 g mol⁻¹. Its spin multiplicity is 1. For the HOMO-LUMO gap (spin up / spin down), the calculation gives 6.59 / 6.59 eV.

<2>
A structure of composition CH2O3PS, computed with ωB97M-V/def2-TZVPD.

Each line ends with the Mulliken charge.
Geometry (Å):
S: 0.71 1.69 0.75  -0.40
P: 0.77 0.63 -1.14  0.18
O: -1.03 -1.36 0.22  -0.67
O: -0.65 0.73 -1.67  -0.65
O: 1.46 -1.46 0.69  -0.41
C: 0.69 -0.85 0.09  0.48
H: -0.51 1.24 1.37  0.16
H: -1.44 -0.63 -0.29  0.32

As for the net charge: -1. The LUMO energy is 0.1316 hartree. As for the molar mass: 125.06 g mol⁻¹. Its spin multiplicity is 1. For the HOMO-LUMO gap, the calculation gives 7.91 eV.

Which of them is the most stable, and which is the least stable? <2> and <1>, in that order.

<1>
The molecule C4H10S2, computed with ωB97M-V/def2-TZVPD.

Each line ends with the Mulliken charge.
Geometry (Å):
S: 0.10 1.34 0.94  -0.08
S: -0.05 0.49 -0.95  -0.16
C: 0.99 -0.07 1.81  -0.54
C: -0.79 -1.22 -1.51  -0.44
C: -2.34 -1.09 -1.28  -0.91
C: 2.09 -0.83 0.97  -1.01
H: 0.08 -0.68 1.95  0.28
H: -0.45 -1.25 -2.47  0.40
H: 1.77 -1.73 0.54  0.30
H: 2.64 -0.27 0.16  0.32
H: 2.85 -1.00 1.68  0.35
H: -0.32 -1.97 -0.85  0.22
H: 1.36 0.21 2.80  0.40
H: -2.69 -0.77 -0.26  0.28
H: -2.79 -2.12 -1.55  0.28
H: -2.86 -0.39 -1.95  0.30

The LUMO energy is 0.0160 hartree. As for the molar mass: 122.26 g mol⁻¹. Its spin multiplicity is 1. For the HOMO-LUMO gap, the calculation gives 8.47 eV. The SMILES is CCSSCC.

<2>
A structure of composition C4H10S2, computed with ωB97M-V/def2-TZVPD.

Each line ends with the Mulliken charge.
Geometry (Å):
S: -2.70 -0.99 0.17  -0.17
S: 0.77 -1.63 -0.53  -0.36
C: 0.08 -0.53 0.77  0.60
C: -0.83 0.90 -1.14  -0.83
C: -1.15 0.12 0.24  -0.68
C: 1.32 0.34 0.56  -1.15
H: 2.28 -0.02 -0.68  0.24
H: -1.79 -1.72 -0.72  0.15
H: 2.04 -2.22 0.11  0.20
H: 0.05 1.69 -0.83  0.20
H: -1.34 1.10 0.94  0.34
H: 1.18 1.83 0.75  0.26
H: -1.68 1.41 -1.58  0.36
H: 1.92 0.12 1.87  0.21
H: -0.26 0.34 -1.99  0.26
H: 0.10 -0.74 2.04  0.38

The LUMO energy is 0.0054 hartree. As for the molar mass: 122.26 g mol⁻¹. Its spin multiplicity is 1. For the HOMO-LUMO gap, the calculation gives 8.41 eV.

Which of them is the most stable, and which is the least stable? <1> and <2>, in that order.